# C26H29BF4ORb

A molecular structure, C26H29BF4ORb in a non-equilibrium geometry (ωB97M-V/def2-TZVPD, the Open Molecules 2025 dataset).

Structure (XYZ):
```
62
Properties=species:S:1:pos:R:3:forces:R:3:mulliken_charge:R:1
Rb 1.274465 4.118575 0.242502 -0.732 -0.985 0.550 0.831
B -3.471285 3.657885 0.660992 -0.045 0.031 -0.048 0.315
H -3.122575 3.425715 -0.333358 1.625 -0.761 -4.183 -0.350
H -3.673905 2.723525 1.161152 -0.607 -3.912 2.069 -0.276
H -2.767185 4.210015 1.264022 3.051 2.457 2.347 -0.341
H -4.432265 4.146905 0.620832 -3.815 2.367 -0.320 -0.221
C -1.260155 -0.311895 1.293952 1.287 -0.521 -0.373 -0.541
C 0.058575 0.314675 0.761382 -0.263 1.495 1.422 -0.093
O 0.484175 1.485855 1.427142 0.090 -0.377 -1.178 -0.835
H -1.094415 -0.530765 2.348812 -0.489 0.429 0.257 0.297
H -1.302285 -1.302195 0.840472 -0.242 -0.329 -0.256 0.030
H -2.187055 0.201945 1.039162 0.227 0.378 0.381 0.274
H -0.079645 0.412975 -0.315338 -0.145 0.458 -0.846 -0.184
H 0.831785 -0.450395 0.831412 0.404 -0.674 0.208 0.176
F 1.365125 4.472545 -5.742828 -0.389 0.841 -0.762 -0.304
C 1.470015 3.342375 -5.082298 -0.551 -0.923 4.067 0.013
C 0.970305 3.255705 -3.733178 -1.153 1.134 -0.926 -0.238
C 1.082795 2.146435 -2.910528 0.502 0.821 -1.137 -0.298
C 1.800205 1.119535 -3.456668 0.432 -1.871 -0.057 -0.276
C 2.351155 1.171695 -4.719538 -0.095 0.136 0.069 -0.664
C 2.164055 2.283525 -5.538708 1.015 -0.804 -1.100 -0.144
H 0.272525 4.021045 -3.426968 0.187 0.542 0.102 0.498
H 0.700805 2.042885 -1.905658 -0.452 0.202 -0.037 0.193
H 1.834055 0.175525 -2.933128 0.376 -0.050 0.271 0.423
H 2.961985 0.343555 -5.047368 -0.139 -0.073 -0.237 0.370
H 2.578455 2.317355 -6.535468 0.152 -0.052 -0.109 0.384
F -3.766565 -3.661825 -0.684558 -0.164 -0.386 -1.044 -0.365
C -3.405385 -3.629165 0.596562 1.271 -2.208 -0.802 0.456
C -3.870565 -2.627625 1.315122 -1.480 2.640 2.437 -0.283
C -3.503375 -2.461725 2.667502 -0.585 0.189 -1.307 -0.440
C -2.698025 -3.412895 3.221112 -0.242 0.663 1.258 -0.495
C -2.350185 -4.509785 2.499972 1.035 -1.735 -1.513 -0.425
C -2.618065 -4.639425 1.132042 -0.320 0.393 0.850 -0.453
H -4.612035 -2.004235 0.837622 0.188 0.468 0.045 0.384
H -3.854025 -1.628325 3.258172 -0.033 0.127 -0.186 0.377
H -2.388075 -3.290325 4.248402 0.048 -0.199 0.122 0.413
H -1.812815 -5.326715 2.958522 0.231 0.033 0.183 0.346
H -2.290315 -5.489915 0.552702 -0.022 0.012 -0.021 0.478
F 6.325135 1.182055 4.149452 -0.402 0.498 -0.271 -0.309
C 5.299885 2.065925 3.945022 -0.559 -0.188 0.594 0.492
C 5.565345 3.433105 3.976292 -0.634 -0.086 -0.028 -0.523
C 4.475905 4.318725 3.896132 -0.792 -1.377 -0.559 -0.237
C 3.163595 3.802415 3.783902 1.571 0.179 -0.358 -0.767
C 2.973285 2.416745 3.597872 -1.383 1.377 1.174 -0.216
C 3.991965 1.541925 3.798432 2.384 0.073 -0.820 -0.511
H 6.561195 3.834755 4.091832 0.163 -0.270 -0.067 0.396
H 4.626495 5.380665 3.769572 0.143 0.128 0.521 0.355
H 2.379735 4.543845 3.831352 -0.457 -0.310 -0.298 0.555
H 1.983055 2.009875 3.455402 -0.293 0.056 -0.360 0.326
H 3.839165 0.483205 3.649562 0.078 -0.090 0.249 0.427
F -1.344385 -6.080505 -1.771618 0.340 0.696 -0.072 -0.382
C -1.173985 -4.769385 -2.102828 0.187 1.257 -0.836 0.120
C -1.891395 -4.206965 -3.130308 -0.866 -0.665 -0.380 -0.261
C -1.790415 -2.862155 -3.489468 -0.582 -1.106 0.191 -0.605
C -1.045005 -2.006515 -2.731338 1.264 0.035 1.159 -0.362
C -0.217665 -2.551525 -1.701388 -0.753 -0.784 -1.518 -0.259
C -0.236355 -3.942855 -1.500218 0.281 -0.068 0.889 -0.276
H -2.629415 -4.803065 -3.646428 0.026 -0.237 -0.128 0.368
H -2.398445 -2.584635 -4.337808 0.033 0.504 0.062 0.346
H -1.063335 -0.945905 -2.934238 0.154 0.098 0.089 0.504
H 0.491725 -1.940425 -1.163128 -0.121 0.083 0.130 0.398
H 0.473615 -4.432345 -0.850028 0.059 0.239 0.440 0.391
```
Forces are in eV/Å.

HOMO level in eV: -3.9
Spin multiplicity: 1
Orbital gap in eV: 5.05
Maximum force in eV Å⁻¹: 4.6
E_tot in eV: -41677.2779
Net charge: -1



# C26H29BrFeIN2OPSTe4

A molecular structure, C26H29BrFeIN2OPSTe4 in a non-equilibrium geometry (ωB97M-V/def2-TZVPD, the Open Molecules 2025 dataset).

Structure (XYZ):
```
67
Properties=species:S:1:pos:R:3:forces:R:3:lowdin_spin:R:1
Fe 0.986874 -0.337231 0.824345 0.812 -0.221 0.330 3.676
Te 1.557526 -0.279055 3.563484 -1.256 0.287 0.216 0.117
Te 3.690275 -0.469788 5.043426 0.640 -0.104 -0.115 0.153
Te 5.630436 -0.719560 3.041574 -0.352 0.051 0.212 0.420
Te 4.064270 -0.711018 0.999788 0.475 -0.127 -0.652 0.416
C -0.322597 5.996091 -2.515107 0.004 -0.015 -0.012 0.000
C -0.123828 4.507886 -2.484934 -0.002 0.018 -0.013 0.000
C -1.203280 3.637588 -2.593899 0.000 -0.009 0.012 0.000
C -1.017569 2.263982 -2.523336 -0.020 0.018 0.040 0.000
C 0.263704 1.765167 -2.354482 0.074 -0.023 -0.094 0.000
C 1.364407 2.608986 -2.276551 -0.008 0.000 0.004 0.000
C 1.160134 3.973569 -2.341812 0.007 -0.004 0.009 0.000
S 0.452447 0.020088 -2.138020 -0.252 -0.026 -0.106 0.007
C 1.073574 -0.472208 -3.735250 0.201 0.127 0.018 0.004
O 1.626093 -0.194689 -1.181331 -0.290 0.028 -0.039 0.055
H -1.378286 6.257283 -2.477065 0.000 0.000 0.000 0.000
H 0.101785 6.422702 -3.425515 0.003 0.000 0.001 0.000
H 0.178157 6.469489 -1.669185 -0.003 0.000 0.002 0.000
H -2.202129 4.037363 -2.714603 0.000 -0.001 0.007 0.000
H -1.866770 1.593744 -2.586985 0.001 0.003 0.025 0.000
H 2.355462 2.198850 -2.124162 -0.001 0.002 -0.007 0.000
H 2.008563 4.643641 -2.268589 -0.004 -0.001 0.015 0.000
H 2.000871 0.062794 -3.937056 0.000 -0.006 -0.004 0.000
H 0.314805 -0.225598 -4.476657 -0.004 -0.013 0.002 0.000
H 1.250177 -1.545790 -3.706276 -0.012 -0.001 -0.010 0.000
C -2.810673 0.133303 0.080180 -0.002 -0.064 -0.015 0.006
P -1.532808 -0.614957 1.157817 0.012 -0.080 0.037 0.019
C -2.106178 -0.102378 2.813713 -0.035 0.049 -0.047 0.004
C -1.953963 -2.382955 1.089591 0.003 0.039 0.008 0.000
C -1.803098 -3.174076 2.226448 0.003 -0.013 0.006 0.001
C -2.078789 -4.532609 2.174427 0.012 0.009 0.000 0.000
C -2.502298 -5.114170 0.987800 0.005 0.001 -0.007 0.001
C -2.647642 -4.333192 -0.150082 0.012 0.003 0.007 0.000
C -2.369957 -2.974997 -0.101212 -0.012 -0.008 -0.002 0.001
H -2.623307 -0.106615 -0.965461 0.009 0.005 -0.001 0.000
H -2.812504 1.217919 0.188838 0.000 0.002 -0.004 0.000
H -3.792783 -0.249382 0.359898 -0.006 0.010 -0.003 0.001
H -3.021205 -0.635141 3.073185 -0.021 0.031 -0.007 0.001
H -2.309537 0.969766 2.797702 0.042 0.008 0.014 0.000
H -1.343938 -0.288788 3.568414 -0.025 -0.036 0.018 0.000
H -1.463439 -2.734982 3.157736 0.002 -0.002 -0.002 0.000
H -1.963336 -5.137169 3.064609 -0.001 0.001 -0.001 0.000
H -2.721536 -6.173058 0.950543 0.001 0.001 0.000 0.000
H -2.981049 -4.781379 -1.077112 0.000 0.001 0.001 0.000
H -2.485019 -2.381148 -1.000581 -0.012 0.001 0.005 0.000
I -1.929673 4.982977 1.255642 0.000 0.000 0.006 0.001
C -0.109905 3.984854 1.166227 -0.043 0.008 -0.044 0.000
C 1.096382 4.643736 1.331604 0.030 0.009 0.009 0.001
C 2.263041 3.907314 1.202096 -0.012 0.016 -0.041 0.001
C 2.181413 2.556374 0.921073 -0.015 -0.001 0.008 0.014
N 1.016099 1.912050 0.792568 0.044 0.086 0.243 0.023
C -0.102838 2.623630 0.916450 0.022 -0.014 -0.135 0.003
H 1.126778 5.702158 1.553836 -0.002 0.000 -0.006 0.000
H 3.230862 4.374931 1.317608 0.001 -0.006 0.001 0.000
H 3.074768 1.957621 0.804317 0.004 -0.014 0.059 0.018
H -1.033962 2.091372 0.788070 -0.003 -0.006 0.033 0.000
Br 1.515254 -7.211725 -0.025722 -0.008 -0.016 -0.001 0.000
C 1.402233 -5.351756 0.196948 -0.007 -0.012 -0.010 -0.002
C 1.084917 -4.539833 -0.878578 -0.009 0.009 -0.001 0.002
C 0.998842 -3.179985 -0.657359 -0.010 0.004 0.030 0.002
N 1.209090 -2.600592 0.527342 -0.092 -0.045 0.002 0.034
C 1.513930 -3.405579 1.551271 0.086 0.009 -0.018 0.011
C 1.624053 -4.779336 1.435091 -0.001 0.032 0.020 0.002
H 0.900253 -4.952271 -1.859726 0.002 0.004 -0.001 0.000
H 0.742241 -2.526097 -1.478282 0.000 0.000 -0.003 0.000
H 1.680684 -2.918345 2.503520 0.009 -0.006 0.002 0.003
H 1.873463 -5.379797 2.297764 0.003 0.005 0.001 0.000
```
Forces are in eV/Å.

HOMO level (spin up / spin down) in eV: -8.9 / -9.0
⟨S²⟩: 8.774
Spin multiplicity: 6
Orbital gap (spin up / spin down) in eV: 6.32 / 5.07
Maximum force in eV Å⁻¹: 1.3
E_tot in eV: -194283.7886
ΔE to the lowest compared entry with this formula, charge and spin in kcal per mole: 0.0
Net charge: +1



> The highest net charge belongs to which entry?

C26H29BrFeIN2OPSTe4



> Look up the maximum force of the second one.

1.3 eV Å⁻¹



> Which value of E_tot does entry 2 give?

-194283.7886 eV



> Which formula does entry 2 have?

C26H29BrFeIN2OPSTe4